18
Properties=species:S:1:pos:R:3:forces:R:3:nbo_charge:R:1 method="wB97M-V/def2-TZVPD" e_tot_ha=-666.7113 de_lowest_kcal_mol=22.10 smiles=CNC[C@H](N)C[S-] homo_energy_ha=-0.091 spin_multiplicity=1 charge=-1 orbital_gap_ev=6.06
C 0.51131 -2.32655 1.45789 -0.4562 1.4395 -0.2680 -0.421
N 0.32059 -0.87279 1.29049 -0.0639 -0.3905 0.8247 -0.642
C 0.59777 -0.39361 -0.06111 -0.3058 -0.0099 0.9194 -0.229
C -0.06776 0.95571 -0.23284 0.5154 2.9214 -0.3641 -0.087
N -1.48233 0.95917 0.13077 0.0472 -2.2394 -0.3742 -0.873
C 0.17013 1.60547 -1.64065 0.1256 -1.0522 -0.5616 -0.537
S -0.86200 3.08521 -1.97697 0.3980 -0.3527 0.0160 -0.717
H -0.26622 -2.76815 0.81438 0.8223 -0.9663 -0.0642 0.168
H 0.38440 -2.66507 2.48075 -0.4721 0.2496 0.3246 0.183
H 1.56618 -2.53298 1.28380 -0.1346 -0.4650 -0.8169 0.185
H -0.65121 -0.63652 1.46939 0.0081 0.0305 0.0524 0.373
H 1.69099 -0.32252 -0.08313 -0.1353 0.0798 -0.8105 0.187
H 0.18283 -1.05387 -0.84773 0.3459 -0.1416 0.0760 0.149
H 0.36903 1.74375 0.41235 0.2207 -0.7721 0.2237 0.185
H -1.79530 1.84463 0.45681 0.1063 0.7907 -0.1167 0.382
H -1.97519 0.78565 -0.74136 -0.3345 0.2236 0.1830 0.362
H 1.24247 1.78396 -1.80033 0.0321 0.4534 0.5842 0.177
H 0.06432 0.80852 -2.41252 -0.7193 0.2014 0.1722 0.155


10
Properties=species:S:1:pos:R:3:forces:R:3:nbo_charge:R:1 method="wB97M-V/def2-TZVPD" e_tot_ha=-301.3936 de_lowest_kcal_mol=58.77 homo_energy_ha=-0.292 spin_multiplicity=1 orbital_gap_ev=8.76
N -0.35873 -1.53304 -1.02789 -0.7907 0.1463 -0.1493 -0.811
C -0.38261 -0.67485 -0.01268 -1.1838 1.1864 -0.9429 0.705
N 0.05354 -0.65283 1.16453 0.8683 0.2479 -1.6308 -0.506
C 0.57959 0.67482 1.13847 0.0440 0.8999 1.1108 -0.169
C -0.00440 1.49021 0.24601 0.7465 -0.0635 0.7094 0.061
O -0.80707 0.81453 -0.60060 0.9333 -2.6572 0.7824 -0.541
H 0.08065 -2.44340 -1.02507 -0.0879 0.4502 0.3105 0.425
H -0.69957 -1.12333 -1.87451 -0.1512 -0.3615 -0.4228 0.418
H 1.44096 0.87855 1.73653 -0.1175 0.3574 0.6959 0.211
H 0.09763 2.56933 0.25521 -0.2610 -0.2059 -0.4631 0.206


no.,strongest force on any atom (eV/A)
1,2.99
2,2.92